Formula: C51H48O9P2Pd
Source: the Open Molecules 2025 dataset
Level of theory: ωB97M-V with the def2-TZVPD basis set

Cartesian coordinates (Å):
C -5.258 -4.885 -5.204
C -4.288 -3.892 -4.644
O -3.032 -4.678 -4.610
C -2.029 -4.045 -4.064
C -0.787 -4.638 -3.808
C 0.452 -4.032 -4.211
C 1.595 -4.970 -4.510
O 0.623 -2.792 -4.305
O -2.339 -2.889 -3.514
H -6.239 -4.416 -5.311
H -4.928 -5.248 -6.184
H -5.350 -5.740 -4.526
H -4.144 -3.024 -5.301
H -4.577 -3.590 -3.631
H -0.787 -5.729 -3.778
H 1.281 -6.017 -4.467
H 1.998 -4.756 -5.507
H 2.410 -4.818 -3.791
C 1.544 4.909 3.477
C 0.184 4.717 3.738
C -0.302 3.442 4.029
C 0.582 2.376 3.919
O 0.073 1.073 3.768
P -1.106 0.671 2.718
O -1.113 -0.931 3.026
C -0.853 -1.544 4.268
C -1.917 -1.714 5.151
C -1.644 -2.207 6.426
C -0.336 -2.552 6.779
C 0.706 -2.427 5.854
C 0.454 -1.926 4.576
O -2.432 1.248 3.471
C -3.777 0.908 3.282
C -4.728 1.672 3.964
C -6.053 1.224 3.985
C -6.413 0.066 3.287
C -5.461 -0.622 2.532
C -4.125 -0.201 2.523
Pd -0.700 1.324 0.614
P 1.511 0.928 0.138
O 2.376 2.288 0.435
C 3.611 2.780 -0.023
C 3.614 3.945 -0.785
C 4.825 4.387 -1.318
C 6.007 3.698 -1.046
C 5.991 2.579 -0.212
C 4.788 2.136 0.341
O 2.324 -0.301 0.874
C 3.170 -1.263 0.282
C 4.511 -1.272 0.662
C 5.408 -2.097 -0.026
C 4.947 -2.943 -1.037
C 3.585 -2.983 -1.346
C 2.683 -2.147 -0.682
O 1.923 0.572 -1.400
C 2.310 1.371 -2.476
C 3.591 1.190 -2.993
C 4.026 2.081 -3.975
C 3.171 3.080 -4.441
C 1.862 3.177 -3.967
C 1.407 2.284 -2.997
C -1.676 -0.125 -1.851
C -2.412 0.924 -1.170
C -1.816 2.223 -0.922
C -2.625 3.236 -0.282
C -3.970 3.018 -0.046
C -4.509 1.736 -0.219
C -3.754 0.725 -0.782
C -2.054 -1.418 -1.767
C -1.405 -2.560 -2.462
C 1.955 2.538 3.735
C 2.423 3.823 3.462
H 1.921 5.918 3.287
H -0.512 5.558 3.726
H -1.347 3.270 4.281
H -2.925 -1.456 4.830
H -2.469 -2.319 7.129
H -0.132 -2.935 7.780
H 1.724 -2.716 6.121
H 1.237 -1.825 3.826
H -4.424 2.575 4.493
H -6.803 1.775 4.556
H -7.441 -0.303 3.320
H -5.737 -1.504 1.949
H -3.371 -0.729 1.937
H 2.671 4.459 -0.966
H 4.835 5.273 -1.952
H 6.950 4.037 -1.484
H 6.907 2.038 0.025
H 4.739 1.307 1.046
H 4.842 -0.623 1.471
H 6.464 -2.072 0.244
H 5.651 -3.579 -1.581
H 3.210 -3.663 -2.113
H 1.618 -2.179 -0.910
H 4.218 0.393 -2.594
H 5.041 1.991 -4.363
H 3.523 3.793 -5.191
H 1.178 3.940 -4.341
H 0.382 2.294 -2.626
H -0.807 0.156 -2.454
H -0.966 2.535 -1.539
H -2.159 4.188 -0.040
H -4.628 3.826 0.283
H -5.544 1.539 0.059
H -4.239 -0.224 -1.006
H -2.957 -1.699 -1.226
H -0.469 -2.234 -2.921
H -1.262 -3.399 -1.762
H 2.614 1.670 3.742
H 3.483 3.965 3.241

Output
ΔE to the lowest compared entry with this formula, charge and spin, kcal per mole: 0.0
Calculated total energy, Eh: -3460.01042
Gap between HOMO and LUMO, hartree: 0.26959
Charge: 0

=====

Formula: C51H49AuO5S2Sb
Source: the Open Molecules 2025 dataset
Level of theory: ωB97M-V with the def2-TZVPD basis set

Cartesian coordinates (Å):
Au 0.712 -0.861 0.747
C -5.679 -0.774 2.278
C -4.289 -0.193 2.475
C -4.181 0.624 3.743
O -3.964 0.627 1.337
C -2.947 0.012 0.552
C -2.953 -1.422 1.124
O -3.310 -1.207 2.476
C -1.778 -2.408 1.112
O -0.657 -1.835 1.735
C -1.395 -2.939 -0.268
C -1.828 -2.382 -1.463
C -1.424 -2.914 -2.683
C -0.566 -4.000 -2.723
C -0.109 -4.553 -1.532
C -0.523 -4.029 -0.320
C -2.221 -3.590 1.989
C -1.684 -3.796 3.251
C -2.126 -4.854 4.035
C -3.113 -5.708 3.570
C -3.655 -5.504 2.308
C -3.208 -4.453 1.523
C -1.712 0.971 0.486
O -0.568 0.339 -0.099
C -1.394 1.666 1.823
C -1.813 2.975 2.068
C -1.516 3.618 3.262
C -0.786 2.968 4.245
C -0.388 1.659 4.029
C -0.698 1.015 2.839
C -2.058 2.054 -0.564
C -3.365 2.444 -0.861
C -3.612 3.486 -1.745
C -2.566 4.169 -2.347
C -1.265 3.785 -2.066
C -1.029 2.729 -1.199
H -6.416 0.029 2.238
H -5.921 -1.436 3.109
H -5.738 -1.337 1.348
H -4.701 1.572 3.605
H -3.139 0.821 3.976
H -4.641 0.093 4.577
H -3.318 -0.047 -0.474
H -3.776 -1.931 0.600
H -2.491 -1.530 -1.467
H -1.792 -2.476 -3.601
H -0.267 -4.426 -3.672
H 0.543 -5.418 -1.552
H -0.182 -4.471 0.609
H -0.926 -3.121 3.621
H -1.701 -5.005 5.020
H -3.461 -6.528 4.185
H -4.424 -6.167 1.932
H -3.622 -4.317 0.530
H -2.389 3.509 1.326
H -1.862 4.632 3.420
H -0.549 3.469 5.175
H 0.150 1.121 4.799
H -0.450 -0.033 2.754
H -4.205 1.969 -0.376
H -4.636 3.774 -1.948
H -2.764 4.990 -3.023
H -0.431 4.310 -2.519
H -0.021 2.409 -0.992
S 2.646 0.492 0.440
Sb 2.649 1.615 -1.589
C 4.624 1.469 -2.284
C 4.902 1.099 -3.595
C 6.221 1.023 -4.024
C 7.254 1.318 -3.147
C 6.976 1.692 -1.838
C 5.663 1.769 -1.404
C 2.402 3.658 -1.210
C 1.614 4.107 -0.154
C 1.602 5.458 0.153
C 2.377 6.348 -0.580
C 3.176 5.891 -1.618
C 3.201 4.540 -1.933
C 1.585 0.501 -3.002
C 0.509 0.955 -3.749
C -0.092 0.101 -4.664
C 0.377 -1.194 -4.820
C 1.449 -1.647 -4.064
C 2.057 -0.803 -3.150
H 4.101 0.870 -4.288
H 6.438 0.736 -5.044
H 8.281 1.260 -3.484
H 7.784 1.926 -1.157
H 5.455 2.064 -0.381
H 1.033 3.424 0.455
H 0.989 5.810 0.972
H 2.371 7.400 -0.330
H 3.787 6.583 -2.183
H 3.831 4.190 -2.742
H 0.139 1.962 -3.644
H -0.928 0.454 -5.253
H -0.098 -1.856 -5.532
H 1.815 -2.658 -4.189
H 2.898 -1.160 -2.565
C 3.525 -4.384 1.179
S 3.420 -2.623 0.946
C 4.401 -2.090 2.335
O 1.962 -2.385 1.376
H 3.145 -4.633 2.168
H 4.566 -4.685 1.065
H 2.914 -4.846 0.407
H 5.442 -2.347 2.138
H 4.039 -2.573 3.241
H 4.296 -1.009 2.402

Output
ΔE to the lowest compared entry with this formula, charge and spin, kcal per mole: 11.2
Calculated total energy, Eh: -3521.01407
Gap between HOMO and LUMO, hartree: 0.26213
Charge: +1